# 1
75
Properties=species:S:1:pos:R:3:mulliken_charge:R:1 method="wB97M-V/def2-TZVPD" charge=+4 de_lowest_ev=0.000 gap_ev=6.66 spin_multiplicity=1
Pt -0.468 0.157 0.045 1.3794
C 2.335 0.817 -0.480 -1.4336
N 1.059 1.588 -0.404 -0.8081
C 0.607 2.193 -1.698 -1.5784
C -0.863 2.517 -1.561 0.9354
C -1.437 3.616 -2.159 -0.9414
C -2.781 3.900 -1.922 -0.6588
C -3.498 3.093 -1.055 -0.9502
C -2.875 1.999 -0.486 0.0209
N -1.596 1.697 -0.755 0.9350
C 1.045 2.637 0.657 -1.1642
C 0.511 2.098 1.946 1.1623
C 0.862 2.637 3.164 -1.0350
C 0.267 2.161 4.328 -0.7191
C -0.661 1.137 4.229 -1.1052
C -0.957 0.613 2.987 0.1364
N -0.407 1.099 1.861 0.1858
C 2.327 -0.344 0.487 1.2547
C 3.499 -0.865 0.996 -0.9668
C 3.451 -1.963 1.848 -0.5976
C 2.217 -2.497 2.193 -1.0540
C 1.075 -1.932 1.666 -0.3206
N 1.128 -0.895 0.815 0.7830
H 3.190 1.468 -0.292 0.5527
H 2.442 0.438 -1.498 0.4097
H 0.788 1.480 -2.504 0.5076
H 1.187 3.088 -1.933 0.6599
H -0.838 4.260 -2.791 0.6187
H -3.246 4.759 -2.390 0.4995
H -4.531 3.301 -0.814 0.5778
H -3.403 1.347 0.194 0.4574
H 0.378 3.437 0.329 0.4467
H 2.037 3.074 0.778 0.5778
H 1.591 3.436 3.201 0.5957
H 0.535 2.579 5.290 0.4983
H -1.147 0.727 5.104 0.5824
H -1.650 -0.208 2.881 0.3928
H 4.446 -0.416 0.726 0.6072
H 4.365 -2.383 2.246 0.5035
H 2.135 -3.336 2.870 0.5899
H 0.092 -2.295 1.925 0.6295
F -0.006 -6.072 -2.724 -0.1975
C -0.507 -5.081 -2.047 0.4183
C -1.541 -5.290 -1.144 0.3430
F -2.024 -6.489 -0.969 -0.2096
C -2.070 -4.218 -0.431 0.0363
F -3.097 -4.454 0.369 -0.3193
C -1.556 -2.935 -0.562 -0.0897
P -2.290 -1.482 0.216 1.7213
C -3.744 -1.099 -0.765 1.3653
C -5.000 -1.497 -0.289 -0.8337
C -6.114 -1.378 -1.108 -0.8776
C -5.989 -0.873 -2.394 -0.8235
C -4.738 -0.489 -2.876 -0.8561
C -3.622 -0.599 -2.070 -0.5351
C -2.800 -1.842 1.884 0.1426
C -2.221 -2.872 2.638 -0.6814
C -2.651 -3.107 3.933 -1.1250
C -3.657 -2.324 4.488 -0.7376
C -4.236 -1.295 3.750 -1.0200
C -3.810 -1.049 2.456 -0.2429
C -0.565 -2.768 -1.518 0.3004
Br -0.112 -0.995 -2.043 -0.0858
C -0.028 -3.783 -2.253 0.7383
F 0.896 -3.546 -3.163 -0.2783
H -5.120 -1.939 0.690 0.4966
H -7.079 -1.698 -0.739 0.5139
H -6.862 -0.787 -3.028 0.4804
H -4.639 -0.115 -3.886 0.5351
H -2.661 -0.294 -2.475 0.2263
H -1.474 -3.527 2.209 0.4015
H -2.225 -3.924 4.501 0.5384
H -4.006 -2.528 5.493 0.5187
H -5.031 -0.699 4.177 0.5549
H -4.287 -0.259 1.887 0.4149

# 2
75
Properties=species:S:1:pos:R:3:mulliken_charge:R:1 method="wB97M-V/def2-TZVPD" charge=-2 de_lowest_ev=2.515 gap_ev=5.24 spin_multiplicity=1
Tl -0.142 -0.900 0.016 1.8660
C 2.971 -3.377 4.269 -0.8035
S 3.778 -2.927 2.720 -0.1310
C 2.413 -2.119 1.874 0.3270
S 0.898 -2.954 1.751 -0.4525
N 2.749 -0.971 1.407 -1.4478
N 1.843 -0.269 0.658 1.1549
C 2.083 1.056 0.613 -1.2841
C 1.209 1.985 0.155 1.3636
C 1.548 3.389 0.306 -0.8973
C 0.815 4.413 -0.137 -1.4702
C -0.373 4.179 -1.010 0.3797
C -1.482 3.175 -0.525 -0.2467
N -0.125 1.539 -0.186 0.3268
H 3.682 -3.978 4.839 0.3234
H 2.074 -3.958 4.067 0.2285
H 2.706 -2.488 4.840 0.2563
H 3.040 1.376 1.015 0.3565
H 2.454 3.584 0.874 0.4218
H 1.103 5.431 0.097 0.2905
H -0.789 5.121 -1.367 0.6597
H -2.505 3.499 -0.718 0.4150
Br -0.177 5.056 -4.383 -0.2866
C -0.760 3.479 -3.449 -1.1757
C -1.736 2.714 -3.964 -0.3665
C -2.196 1.500 -3.356 -1.3576
C -1.689 1.090 -2.135 0.1696
O -1.937 -0.002 -1.547 -0.9326
C -0.812 2.098 -1.414 0.6431
C -1.233 2.260 0.669 -1.3602
N -0.878 2.750 1.924 -0.6279
C -0.795 1.953 2.977 -0.1096
C -0.297 2.544 4.179 -0.6407
C -0.276 1.904 5.400 -0.5445
C -0.758 0.614 5.562 -1.0571
C -1.248 -0.051 4.427 1.2280
C -1.841 -1.335 4.538 -0.7154
C -2.391 -1.949 3.455 -1.0034
C -2.263 -1.316 2.209 -0.6938
N -1.669 -0.154 2.051 -0.0512
C -1.215 0.547 3.127 0.3628
C -0.040 3.187 -2.180 0.6226
H -2.187 3.020 -4.903 0.3117
H -2.917 0.878 -3.872 0.4327
H -2.052 1.535 0.667 1.0779
H 0.055 3.564 4.084 0.4286
H 0.117 2.440 6.260 0.3223
H -0.778 0.121 6.526 0.3118
H -1.863 -1.804 5.516 0.3185
H -2.865 -2.919 3.525 0.3831
H -2.635 -1.793 1.308 1.0704
H 1.029 3.011 -2.339 0.3896
N 2.273 -2.456 -1.443 -0.1037
C 1.895 -1.539 -2.389 0.5136
C 2.754 -0.490 -2.740 -0.7707
C 2.371 0.454 -3.678 -0.5072
C 1.136 0.372 -4.305 -0.5822
C 0.273 -0.656 -3.951 -0.5506
C 0.617 -1.596 -2.989 0.1346
C -0.359 -2.622 -2.526 0.1070
C -0.798 -3.630 -3.380 -0.5455
C -1.678 -4.606 -2.929 -0.7811
C -2.094 -4.593 -1.606 -0.8260
C -1.652 -3.590 -0.749 -1.0171
C -0.817 -2.582 -1.204 0.7058
H 1.675 -3.219 -1.184 0.3418
H 3.083 -2.290 -0.875 0.2519
H 3.716 -0.416 -2.246 0.3180
H 3.039 1.277 -3.904 0.2834
H 0.818 1.135 -5.003 0.2974
H -0.725 -0.694 -4.367 0.3275
H -0.432 -3.649 -4.401 0.4338
H -2.020 -5.383 -3.603 0.3466
H -2.759 -5.365 -1.234 0.3908
H -1.960 -3.611 0.291 0.4457